(1)
104
Properties=species:S:1:pos:R:3:forces:R:3 method="wB97M-V/def2-TZVPD" gap_ev="5.99 / 5.75" largest_force_ev_per_a=2.327 multiplicity=3 s_squared=2.04 relative_energy_kcal_mol=0.0 mol_weight_da=1049.654 lumo_ev="-0.88 / -1.37"
Mo 0.1201 0.4075 0.3040 0.6 2.2 0.3
Cl 6.8357 6.4113 2.6976 0.0 0.0 0.0
C 5.5265 5.3493 2.2812 0.0 -0.1 0.0
C 4.4010 5.2992 3.0855 0.0 0.0 0.1
C 3.3664 4.4451 2.7453 -0.1 -0.1 0.0
C 3.4295 3.6294 1.6110 0.1 0.0 0.2
C 4.5728 3.7098 0.8161 -0.1 0.0 0.1
C 5.6171 4.5624 1.1468 0.0 0.0 0.0
C 2.2552 2.7562 1.3234 -0.1 -0.1 -0.1
C 1.0821 3.3215 1.0246 0.2 0.0 0.1
C 0.7205 4.7233 0.9287 -0.1 0.0 -0.1
C -0.5987 4.7620 0.6918 0.1 0.1 0.1
C -1.0844 3.3865 0.6548 0.2 -0.1 -0.1
C -2.4256 3.0354 0.5630 -0.3 0.0 0.0
C -3.4896 4.0587 0.3744 0.0 0.0 0.0
C -3.8113 4.9545 1.3933 0.0 0.0 -0.1
C -4.8455 5.8675 1.2404 0.0 0.0 0.1
C -5.5653 5.8804 0.0565 0.1 0.0 0.0
Cl -6.8791 7.0034 -0.1329 0.0 0.0 0.0
C -5.2516 5.0141 -0.9772 0.0 0.0 -0.1
C -4.2110 4.1090 -0.8163 0.0 0.0 0.0
C -2.7619 1.7095 0.7520 0.1 0.1 -0.1
N -1.8831 0.7326 0.9528 0.1 -0.5 -0.1
C -2.6087 -0.5009 1.2042 0.1 0.1 0.5
C -2.1593 -1.1279 2.5043 -0.1 0.0 -0.2
C -3.1363 -1.8244 3.3866 0.1 0.0 -0.1
C -3.0046 -3.1859 3.6653 0.0 0.0 0.0
C -3.8795 -3.8422 4.5198 0.0 -0.1 0.0
C -4.9113 -3.1324 5.1066 0.0 0.1 0.0
Cl -6.0065 -3.9398 6.1853 0.0 0.0 0.0
C -5.0729 -1.7806 4.8494 0.0 0.1 0.0
C -4.1860 -1.1360 3.9999 0.0 -0.1 0.0
C -0.8679 -0.9723 2.9116 0.0 0.3 0.0
C -0.3791 -1.3053 4.2627 0.0 0.0 0.0
C 0.8003 -0.7018 4.4409 0.0 -0.1 0.0
C 1.1280 -0.0121 3.2013 -0.1 0.1 0.0
N 0.1513 -0.2974 2.2483 -0.3 -0.7 0.4
C 2.1083 0.8404 2.9108 0.3 0.0 -0.2
C 2.2223 1.2503 1.4653 -0.7 -0.2 -0.2
C 1.4704 1.2983 -1.1980 0.4 0.1 -0.1
C 2.8037 1.3725 -1.3536 0.0 0.0 0.1
C 3.6740 0.8402 -0.3205 0.0 0.2 -0.3
N 3.3727 0.6302 0.8494 0.3 0.1 0.3
C 3.0389 1.3797 3.9236 0.2 -0.1 0.1
C 2.5544 1.9135 5.1207 0.0 0.0 -0.1
C 3.4104 2.4772 6.0553 0.0 0.0 0.1
C 4.7703 2.5094 5.7968 -0.1 0.0 0.0
Cl 5.8463 3.2364 6.9509 0.0 0.0 0.0
C 5.2819 1.9763 4.6257 0.0 0.0 -0.1
C 4.4180 1.4185 3.6983 0.0 -0.1 0.0
C -4.0562 -0.1314 1.0866 0.0 0.0 0.0
C -4.1296 1.1683 0.8245 -0.1 0.0 0.0
N -0.0516 2.5317 0.7854 -0.1 0.0 -0.3
H 4.3456 5.9111 3.9767 0.0 0.0 0.0
H 2.4965 4.3792 3.3896 0.0 0.0 0.0
H 4.6572 3.1196 -0.0823 0.0 -0.1 -0.1
H 6.4958 4.6199 0.5182 0.0 0.0 0.0
H 1.4090 5.5479 1.0239 0.0 0.0 0.0
H -1.2279 5.6303 0.5626 0.0 -0.1 0.0
H -3.2481 4.9309 2.3194 0.0 0.0 0.0
H -5.0971 6.5581 2.0354 0.0 0.0 0.0
H -5.8093 5.0553 -1.9044 0.0 0.0 0.0
H -3.9254 3.4423 -1.6229 0.0 0.0 0.0
H -2.1953 -3.7416 3.2052 0.0 0.0 0.0
H -3.7653 -4.8981 4.7286 0.0 0.0 0.0
H -5.8778 -1.2324 5.3218 0.0 0.0 0.0
H -4.2982 -0.0733 3.8268 0.0 0.0 0.0
H -0.9336 -1.8926 4.9775 0.0 0.0 0.0
H 1.4297 -0.7110 5.3182 -0.1 0.0 0.0
H 0.9424 1.7731 -2.0166 -0.2 0.0 0.0
H 3.2636 1.8026 -2.2355 -0.1 0.0 0.0
H 1.4858 1.9167 5.3037 0.0 0.0 0.0
H 3.0248 2.9046 6.9721 0.0 0.0 0.0
H 6.3472 2.0044 4.4357 0.0 0.0 0.0
H 4.8170 0.9947 2.7849 0.0 0.1 0.0
H -4.8588 -0.8481 1.1830 0.0 0.1 0.1
H -5.0218 1.7595 0.6806 0.0 0.0 0.0
N -0.0227 -1.4670 -3.2655 -0.1 0.1 0.2
C -1.2505 -0.8958 -3.8354 0.0 0.1 0.0
C -1.3093 0.6328 -3.8159 0.2 -0.2 0.1
C -1.4172 1.3591 -2.4737 -0.2 0.0 0.0
O -1.9182 2.4761 -2.4546 0.2 -0.1 0.1
O -0.9701 0.7161 -1.4494 0.0 -0.3 -0.2
H 0.7881 -1.1587 -3.7883 0.0 0.0 0.0
H -0.0468 -2.4769 -3.3313 0.0 0.0 -0.1
H -2.1030 -1.2964 -3.2820 0.0 0.0 0.1
H -1.3788 -1.1965 -4.8810 -0.1 0.0 -0.1
H -2.1649 0.9588 -4.4041 0.0 0.0 -0.1
H -0.4180 1.0331 -4.3140 0.0 0.0 0.0
C 1.6419 -3.9960 -0.1418 -0.1 0.0 0.0
C 0.9531 -2.6730 -0.0432 0.4 0.1 -0.1
N 1.5278 -1.5253 -0.1893 -0.4 -0.5 -0.1
O 2.7749 -1.7158 -0.6806 0.2 -0.1 0.0
C -0.4856 -2.6049 0.0944 -0.1 -0.1 -0.1
C -1.3786 -3.7937 0.1465 0.1 -0.2 0.0
N -0.9472 -1.4185 0.0448 -0.5 -0.6 0.2
O -2.3107 -1.3820 0.0899 -0.2 0.1 -0.1
H 2.7160 -3.8777 -0.1221 0.1 0.0 0.0
H 1.3665 -4.5116 -1.0658 0.0 0.0 0.0
H 1.3372 -4.6248 0.6970 0.0 0.0 -0.1
H 3.2755 -0.9001 -0.5363 0.1 0.2 0.1
H -0.8100 -4.7084 0.2957 -0.1 0.0 0.0
H -1.9411 -3.8699 -0.7851 0.0 0.0 0.0
H -2.1046 -3.6722 0.9476 0.0 0.0 0.0

(2)
106
Properties=species:S:1:pos:R:3:forces:R:3 method="wB97M-V/def2-TZVPD" gap_ev="3.31 / 3.48" largest_force_ev_per_a=1.945 multiplicity=2 s_squared=0.77 total_charge=+1 relative_energy_kcal_mol=68.6 mol_weight_da=1585.961 lumo_ev="-5.13 / -5.00"
Ir 0.4138 0.6186 0.4123 -0.2 1.4 0.9
I 7.0054 -2.2454 6.9973 -0.1 0.0 -0.1
C 5.5945 -1.6792 5.5572 0.1 -0.1 0.1
C 5.5908 -2.3017 4.3180 0.0 0.0 0.0
C 4.6559 -1.9204 3.3663 0.0 -0.1 0.0
C 3.7191 -0.9272 3.6427 0.1 0.0 0.0
C 3.7283 -0.3273 4.9009 0.1 0.0 0.0
C 4.6670 -0.6926 5.8551 -0.1 0.0 0.0
C 2.7253 -0.4901 2.6293 0.3 0.1 -0.5
C 3.2100 -0.0067 1.3892 -0.7 0.0 0.6
C 4.5552 -0.0227 0.8748 0.3 0.1 -0.4
C 4.5179 0.4897 -0.3918 0.3 -0.5 0.2
C 3.1660 0.9034 -0.6265 -0.7 0.6 -0.8
C 2.6408 1.7394 -1.6677 0.0 0.4 1.6
C 2.6921 1.4531 -3.0682 0.9 -0.3 -0.5
C 2.9737 0.1757 -3.4815 0.3 0.2 -0.1
C 0.6813 0.1495 -4.7208 -0.4 -0.7 -0.3
C 1.1257 1.1231 -5.8245 -0.1 -0.2 -0.1
I -0.0985 1.3288 -7.5661 0.1 0.0 0.1
C 1.5156 2.4376 -5.1713 -0.1 0.1 -0.1
C 2.1811 2.5127 -4.0100 0.0 -0.1 0.2
C 1.6327 2.7327 -1.2530 0.0 -0.9 -0.5
N 0.4849 2.3039 -0.6896 0.4 0.1 0.0
C -0.3350 3.4076 -0.5130 -0.5 -0.2 0.3
C -1.6527 3.3158 -0.0408 0.2 -0.2 -0.1
C -2.4554 4.5585 0.0651 0.0 0.0 -0.1
C -2.6147 5.4277 -1.0137 -0.1 -0.1 0.0
C -3.3159 6.6156 -0.8704 0.0 0.0 -0.1
C -3.8558 6.9447 0.3637 -0.1 0.2 0.0
I -4.8898 8.7496 0.5924 0.1 -0.1 0.0
C -3.7179 6.0902 1.4477 0.0 -0.1 0.0
C -3.0278 4.8975 1.2924 0.1 0.1 0.0
C -2.2463 2.1097 0.3929 0.1 0.1 -0.1
C -3.6290 1.8708 0.6784 0.0 0.0 0.0
C -3.7386 0.5780 1.1129 -0.1 -0.1 -0.2
C -2.4123 0.0380 1.1276 0.2 -0.5 -0.1
N -1.5494 0.9585 0.6570 -0.3 -0.1 -0.1
C -1.9395 -1.2074 1.6766 0.7 0.8 0.5
C -0.7299 -1.1582 2.4556 -1.0 -0.2 -0.5
C -0.4390 -1.7966 3.7076 0.3 -0.4 0.1
C 0.8450 -1.4775 4.0248 -0.1 -0.1 0.1
C 1.3670 -0.6818 2.9436 -0.1 0.0 -0.4
N 0.3412 -0.4388 2.0756 0.5 -0.1 0.4
C -2.5707 -2.4695 1.3490 -0.5 -0.4 0.2
C -1.9791 -3.6921 1.7202 0.0 0.2 0.1
C -2.4602 -4.9003 1.2556 -0.1 -0.1 0.1
C -3.5660 -4.9281 0.4167 0.0 -0.1 -0.2
I -4.2620 -6.7385 -0.3614 0.1 0.1 0.1
C -4.1797 -3.7439 0.0336 0.1 0.0 0.0
C -3.6795 -2.5341 0.4799 0.2 0.0 0.1
C 0.3766 4.5620 -0.9432 0.4 0.1 -0.1
C 1.5997 4.1390 -1.4116 -0.3 0.2 -0.2
N 2.4102 0.5726 0.4471 0.3 -0.2 -0.2
H 6.3089 -3.0792 4.0940 0.0 0.0 0.0
H 4.6404 -2.4189 2.4032 0.0 0.0 0.0
H 3.0072 0.4504 5.1253 0.0 0.0 0.0
H 4.6706 -0.2112 6.8239 0.0 0.0 0.0
H 5.4309 -0.3682 1.4002 0.0 0.1 0.0
H 5.3477 0.6356 -1.0674 0.0 0.0 0.1
H 3.3268 -0.5900 -2.8113 -0.2 0.0 0.0
H 0.1849 -0.7198 -5.1496 0.0 0.0 0.1
H 1.2922 3.3458 -5.7166 0.0 0.0 0.1
H 2.4018 3.5153 -3.6741 0.0 0.0 0.0
H -2.2041 5.1566 -1.9797 0.0 0.1 0.0
H -3.4338 7.2819 -1.7145 0.0 0.0 0.0
H -4.1372 6.3521 2.4098 0.0 0.0 0.0
H -2.9009 4.2339 2.1390 0.0 0.0 0.0
H -4.4226 2.5939 0.5643 0.0 0.0 0.1
H -4.6314 0.0821 1.4611 0.0 0.0 0.0
H -1.1326 -2.3809 4.2940 0.0 0.0 -0.1
H 1.3999 -1.7872 4.8966 -0.1 0.0 0.0
H -1.1012 -3.6817 2.3516 0.0 -0.1 -0.1
H -1.9660 -5.8221 1.5330 0.0 0.0 0.0
H -5.0329 -3.7632 -0.6324 0.0 0.0 0.0
H -4.1379 -1.6241 0.1218 0.0 0.0 0.0
H 0.0268 5.5814 -0.9021 0.0 -0.1 0.1
H 2.4011 4.7577 -1.7865 0.0 0.0 0.0
C -4.6628 1.6429 -3.6204 -0.2 0.0 0.1
N -3.4688 0.9501 -3.1655 0.0 -0.2 -0.1
C -3.3344 -0.3546 -3.0434 -0.4 0.5 -0.2
N -4.3723 -1.1604 -3.2649 0.2 -0.1 0.1
S -1.8375 -1.0628 -2.5593 1.4 1.2 -0.6
H -5.3788 1.7699 -2.8064 0.0 0.0 0.0
H -5.1421 1.1082 -4.4410 0.1 0.0 -0.1
H -4.3786 2.6266 -3.9813 0.0 0.0 0.0
H -2.6374 1.4914 -2.9884 0.0 0.1 0.0
H -5.2620 -0.8165 -3.5873 0.0 0.0 0.1
H -4.2172 -2.1541 -3.2538 -0.1 -0.1 0.0
C 1.3421 -5.2637 2.9561 0.0 -0.1 -0.1
C 2.3254 -5.0510 1.8057 -0.2 0.1 0.2
C 1.8514 -4.0395 0.8036 0.0 0.1 -0.4
N 1.3064 -2.9077 1.0685 -0.1 0.0 0.2
N 1.0383 -2.1220 -0.0273 0.0 -0.5 -0.4
C 1.3908 -2.7105 -1.1357 0.2 -0.2 0.4
N 1.3113 -2.1330 -2.3586 -0.1 0.0 -0.2
S 2.0863 -4.2851 -0.9139 0.0 0.2 0.1
H 1.7949 -5.8932 3.7223 0.0 0.0 0.0
H 0.4350 -5.7637 2.6085 0.0 0.1 0.0
H 1.0763 -4.3048 3.3967 0.0 0.0 0.1
H 2.5222 -5.9931 1.2931 0.1 0.0 0.0
H 3.2737 -4.6946 2.2163 0.1 0.0 -0.1
H 0.7494 -1.2962 -2.4196 0.2 0.1 0.1
H 1.3548 -2.7182 -3.1745 -0.1 0.0 0.0
S -0.2423 0.7886 -3.3374 -0.9 -1.0 0.8
C 2.2310 -0.0445 -4.7102 -0.4 0.5 -0.2
N 2.4344 0.4277 -5.8996 0.2 0.0 0.2

(3)
99
Properties=species:S:1:pos:R:3:forces:R:3 method="wB97M-V/def2-TZVPD" gap_ev=4.66 largest_force_ev_per_a=1.610 total_charge=-1 relative_energy_kcal_mol=39.5 mol_weight_da=900.019 lumo_ev=0.90
Ca 0.1507 -0.0518 -0.3557 0.2 -0.5 -1.5
C -6.9720 -1.3676 1.4325 0.0 0.0 0.0
C -6.3671 -0.3160 0.7625 0.0 0.0 0.0
C -4.9933 -0.1616 0.8109 0.1 -0.1 0.1
C -4.1745 -1.0373 1.5412 -0.3 0.0 -0.1
C -4.8069 -2.1056 2.1829 0.1 0.0 0.1
C -6.1819 -2.2634 2.1354 0.0 0.0 0.0
C -2.7101 -0.8366 1.4981 0.1 0.8 0.1
C -2.2174 0.4605 1.6167 -0.3 -0.8 0.0
C -2.9039 1.5416 2.3083 0.1 0.5 0.0
C -2.0162 2.5567 2.4351 -0.4 -0.1 0.1
C -0.7972 2.1543 1.7411 0.3 -0.1 -0.3
N -0.9452 0.8907 1.2906 -0.3 0.7 1.0
C 0.3008 3.0123 1.4996 -0.2 0.0 0.1
C 1.3498 2.7660 0.5873 -0.1 -0.3 -0.3
C 2.4506 3.6972 0.3040 0.2 0.1 -0.1
C 3.2069 3.1461 -0.6596 -0.1 0.2 0.1
C 2.6113 1.8506 -0.9771 0.5 -0.3 -0.3
C 3.1155 0.8769 -1.7862 -0.2 0.2 0.3
C 4.2972 1.0722 -2.6359 0.1 0.1 -0.2
C 5.3037 0.1033 -2.6786 -0.1 0.0 0.0
C 6.4126 0.2788 -3.4884 0.1 0.0 0.0
C 6.5286 1.4082 -4.2890 0.0 0.0 0.0
C 5.5229 2.3633 -4.2724 0.0 0.0 0.0
C 4.4173 2.2008 -3.4519 0.0 -0.1 0.0
C 2.4592 -0.4549 -1.7353 0.0 0.0 -0.3
N 2.7277 -1.2886 -0.7417 -0.2 0.2 0.4
C 1.7126 -2.2324 -0.7559 0.0 0.0 -0.4
C 1.4326 -2.9566 0.4158 -0.4 0.2 0.3
C 2.5248 -3.3763 1.3075 0.0 -0.2 0.0
C 3.6098 -4.1078 0.8302 0.0 0.1 -0.1
C 4.6432 -4.4586 1.6825 0.1 0.0 0.0
C 4.6147 -4.0612 3.0122 0.0 0.1 0.0
C 3.5492 -3.3089 3.4873 0.0 0.0 0.1
C 2.5021 -2.9766 2.6441 0.0 -0.1 0.0
C 0.0986 -2.9614 0.8843 0.4 -0.3 -0.1
C -0.6055 -3.8417 1.7420 0.0 0.0 0.1
C -1.8190 -3.2442 1.9923 0.0 -0.1 0.1
C -1.8011 -1.9695 1.3382 0.6 -0.2 -0.2
N -0.6631 -1.8419 0.6516 -1.1 -0.9 0.7
C 0.8595 -2.0259 -1.8877 0.3 -0.5 -0.2
C 1.3487 -0.9073 -2.5276 0.4 -0.2 -0.3
N 1.4859 1.6760 -0.1812 0.6 1.2 0.6
C 0.3208 4.3023 2.2454 0.0 -0.1 0.0
C 0.2368 5.5323 1.5937 0.0 0.0 -0.1
C 0.2738 6.7203 2.3106 0.0 0.0 0.0
C 0.3941 6.7004 3.6928 0.0 0.0 0.0
C 0.4703 5.4824 4.3544 0.0 0.0 0.1
C 0.4344 4.2963 3.6370 0.0 0.1 -0.1
H -8.0450 -1.5036 1.3846 0.0 0.0 0.0
H -6.9584 0.3666 0.1662 0.0 0.0 0.0
H -4.5412 0.6250 0.2271 0.1 0.0 -0.1
H -4.2268 -2.8214 2.7440 -0.1 0.1 0.0
H -6.6337 -3.1048 2.6460 0.0 0.0 0.0
H -3.9011 1.4911 2.7154 0.0 0.0 0.0
H -2.1682 3.4994 2.9389 0.0 0.0 0.0
H 2.6062 4.6439 0.7949 0.0 0.0 0.0
H 4.1096 3.5417 -1.0975 0.0 0.0 0.0
H 5.2086 -0.7775 -2.0553 0.0 0.0 0.0
H 7.1939 -0.4716 -3.5021 0.0 0.0 0.0
H 7.3880 1.5417 -4.9339 0.0 0.0 0.0
H 5.5898 3.2335 -4.9143 0.0 0.0 0.0
H 3.6203 2.9339 -3.4584 0.0 0.0 0.0
H 3.6298 -4.3986 -0.2126 0.0 0.0 0.0
H 5.4811 -5.0361 1.3122 0.0 0.0 0.0
H 5.4264 -4.3284 3.6772 0.0 0.0 0.0
H 3.5393 -2.9767 4.5178 0.0 0.0 0.0
H 1.6731 -2.3778 2.9997 0.0 0.0 0.0
H -0.2652 -4.8056 2.0889 0.0 0.0 0.0
H -2.5893 -3.6465 2.6279 0.1 0.0 -0.1
H 0.0655 -2.6844 -2.2123 -0.1 0.1 0.1
H 1.0264 -0.4962 -3.4723 -0.1 0.1 0.1
H 0.1603 5.5517 0.5110 0.0 0.0 0.0
H 0.2075 7.6671 1.7880 0.0 0.0 0.0
H 0.4285 7.6275 4.2513 0.0 0.0 0.0
H 0.5656 5.4603 5.4335 0.0 0.0 0.0
H 0.5056 3.3433 4.1475 0.0 0.0 0.0
N -1.0954 1.1667 -2.0857 -0.2 0.4 -0.2
N -1.9734 2.1095 -1.5012 0.0 0.2 0.3
C -1.7262 3.4216 -1.4567 -0.2 -0.3 -0.4
N -2.6021 4.1469 -0.6999 -0.1 -0.1 0.3
S -0.5353 4.1562 -2.3730 0.2 0.1 0.0
H -0.5116 1.7193 -2.7158 0.1 0.0 0.0
H -1.6974 0.5391 -2.6420 0.1 -0.2 -0.1
H -2.6807 1.6919 -0.9143 0.0 -0.1 0.0
H -2.9771 3.7007 0.1265 0.0 0.0 0.0
H -2.3287 5.1051 -0.5695 0.0 0.0 0.0
Se -3.3929 -1.0718 -2.9332 -0.1 0.2 0.0
C -2.9703 -2.9245 -2.8652 0.0 0.3 0.0
C -2.9620 -3.6945 -4.0308 0.1 -0.2 0.1
C -2.6774 -5.0518 -3.9793 0.0 0.0 0.0
C -2.3895 -5.6673 -2.7678 0.0 -0.1 0.0
C -2.3926 -4.9079 -1.6049 0.0 0.0 0.1
C -2.6825 -3.5515 -1.6506 0.0 -0.2 -0.1
H -3.1827 -3.2161 -4.9763 0.0 0.0 0.0
H -2.6788 -5.6360 -4.8935 0.0 0.0 0.0
H -2.1712 -6.7282 -2.7291 0.0 0.0 0.0
H -2.1669 -5.3741 -0.6515 0.0 0.0 0.0
H -2.6941 -2.9666 -0.7431 0.0 0.0 0.0